No. 1
DFT (wB97M-V/def2-TZVPD) results for a 9-piece molecular cluster, C21H33Br3Cl8O8 overall in a non-equilibrium geometry.

- HOMO (eV) = -9.9
- HOMO-LUMO gap (eV) = 9.26
- electronic energy (Ha) = -12825.3940

The geometry in XYZ format:
```
73
C21H33Br3Cl8O8 (wB97M-V/def2-TZVPD)
O -4.825 0.489 -2.716
C -5.741 0.489 -3.525
O -6.886 -0.121 -3.241
C -7.881 0.065 -4.242
C -7.310 1.255 -5.089
C -5.785 1.211 -4.877
H -8.850 0.271 -3.787
H -8.109 -0.829 -4.823
H -7.756 2.214 -4.825
H -7.671 1.038 -6.094
H -5.256 2.164 -4.886
H -5.293 0.635 -5.661
O -0.704 -5.522 1.726
C -0.834 -6.249 2.719
O -1.613 -5.784 3.685
C -1.599 -6.641 4.784
C -0.350 -7.458 4.596
C -0.246 -7.574 3.098
H -2.460 -7.289 4.622
H -1.540 -6.261 5.804
H -0.406 -8.346 5.226
H 0.513 -6.935 5.007
H -0.911 -8.307 2.640
H 0.790 -7.602 2.761
O 1.919 -0.974 -4.992
C 1.219 -1.706 -5.588
O 0.564 -1.298 -6.714
C 0.113 -2.469 -7.384
C 0.839 -3.625 -6.737
C 0.943 -3.215 -5.290
H 0.437 -2.269 -8.406
H -0.937 -2.678 -7.179
H 1.790 -3.767 -7.251
H 0.365 -4.600 -6.852
H 1.774 -3.596 -4.698
H 0.003 -3.345 -4.752
O 6.609 7.311 -0.515
C 6.495 6.164 -0.101
O 5.916 5.277 -0.854
C 5.810 4.025 -0.221
C 5.955 4.421 1.288
C 6.821 5.667 1.269
H 6.717 3.542 -0.585
H 4.947 3.429 -0.518
H 6.361 3.537 1.779
H 4.988 4.654 1.733
H 7.858 5.334 1.232
H 6.572 6.465 1.969
C 0.591 5.532 -3.477
Cl 0.069 7.013 -2.631
Cl -0.196 5.227 -5.060
H 1.667 5.483 -3.642
H 0.394 4.645 -2.876
C 0.274 0.133 1.664
Cl 1.770 -0.447 2.433
Cl -0.047 1.814 1.969
H 0.209 -0.117 0.605
H -0.595 -0.367 2.091
C -6.008 3.544 1.939
Cl -7.556 3.463 1.139
Cl -5.766 5.118 2.900
H -5.995 2.655 2.569
H -5.250 3.412 1.167
C 5.564 -3.388 6.812
Cl 4.149 -3.117 7.869
Cl 5.360 -4.632 5.565
H 5.803 -2.420 6.373
H 6.454 -3.727 7.343
C 1.093 3.811 8.192
Br 0.510 5.324 9.384
Br 0.447 2.079 8.974
Br 3.117 3.763 7.922
H 0.584 4.003 7.247
```

These are the Mulliken partial charges, in e, on atoms 1 to 2: O -0.6097; C 0.5401

---

No. 2
DFT (wB97M-V/def2-TZVPD) results for a 5-piece molecular cluster, C21H33BrCl9N2O4 overall in a non-equilibrium geometry.

- total charge = +1
- HOMO (eV) = -11.7
- HOMO-LUMO gap (eV) = 7.84
- electronic energy (Ha) = -7945.7886

The geometry in XYZ format:
```
70
C21H33BrCl9N2O4 (wB97M-V/def2-TZVPD)
C 2.194 -2.199 0.966
C 3.202 -1.291 0.142
O 4.258 -0.986 0.649
N 2.764 -0.926 -1.195
C 3.151 0.453 -1.562
C 2.574 1.563 -0.604
C 1.124 1.277 -0.061
C 0.130 0.679 -1.165
C -1.251 1.387 -1.194
C -1.217 2.845 -1.452
C -2.445 3.639 -1.524
C -2.470 5.171 -1.836
C -2.627 5.978 -0.483
C -1.242 5.962 0.309
Cl -1.236 4.679 1.607
C -3.732 2.899 -1.276
C -3.682 1.477 -0.992
C -5.022 0.736 -0.694
C -6.300 1.634 -0.747
O -6.491 2.532 0.011
Br -7.680 1.351 -2.146
N -2.478 0.754 -0.976
C -2.425 -0.715 -0.726
O -1.993 -0.896 0.611
O -3.035 -1.387 1.383
H 2.702 -3.106 1.402
H 1.623 -1.597 1.719
H 1.433 -2.603 0.232
H 3.085 -1.611 -1.889
H 2.920 0.716 -2.636
H 4.283 0.510 -1.486
H 2.690 2.563 -1.100
H 3.254 1.585 0.302
H 1.135 0.656 0.882
H 0.701 2.277 0.269
H 0.587 0.828 -2.190
H 0.106 -0.425 -0.997
H -0.239 3.374 -1.598
H -1.511 5.433 -2.362
H -3.327 5.353 -2.541
H -3.373 5.441 0.168
H -2.922 7.035 -0.702
H -0.400 5.704 -0.393
H -1.070 6.945 0.828
H -4.658 3.513 -1.326
H -5.170 -0.093 -1.450
H -4.985 0.222 0.315
H -1.693 -1.178 -1.449
H -3.398 -1.237 -0.898
H -2.686 -1.355 2.303
C 3.484 -4.498 3.750
Cl 3.665 -5.673 5.055
Cl 2.293 -5.042 2.555
H 3.153 -3.551 4.171
H 4.448 -4.367 3.253
C 7.754 -4.153 2.467
Cl 7.708 -5.918 2.531
Cl 6.125 -3.472 2.353
H 8.228 -3.780 3.371
H 8.325 -3.846 1.596
C -3.192 -3.878 4.002
Cl -2.039 -2.693 4.631
Cl -4.818 -3.195 3.902
H -2.874 -4.182 3.008
H -3.212 -4.740 4.663
C 1.516 -2.468 -4.885
Cl 3.196 -2.786 -4.441
Cl 0.420 -2.789 -3.533
H 1.419 -1.425 -5.176
H 1.244 -3.110 -5.719
```

These are the natural (NBO) partial charges, in e, on atoms 1 to 2: C -0.7375; C 0.7143

---

No. 3
DFT (wB97M-V/def2-TZVPD) results for C21H33K2N6O9S as an isolated structure in a non-equilibrium geometry.

- total charge = +1
- HOMO (eV) = -10.3
- HOMO-LUMO gap (eV) = 6.60
- electronic energy (Ha) = -3423.2763

The geometry in XYZ format:
```
72
C21H33K2N6O9S (wB97M-V/def2-TZVPD)
K -1.337 0.042 4.016
K 2.695 -0.428 3.295
C -0.150 -0.563 0.469
O 0.319 -0.625 1.775
H -0.866 -1.371 0.318
H -0.550 0.384 0.105
H 0.599 -0.858 -0.265
C -2.587 3.010 0.885
N -2.798 3.059 2.368
O -2.920 4.129 2.923
O -2.899 1.990 2.973
H -1.876 3.805 0.658
H -3.586 3.134 0.468
H -2.110 2.070 0.608
C 1.196 0.714 -3.525
N -0.059 1.254 -4.175
O 0.027 2.131 -5.051
O -1.186 0.867 -3.783
H 0.945 0.420 -2.505
H 2.047 1.393 -3.579
H 1.361 -0.193 -4.107
C 3.253 -1.910 -0.615
C 2.398 -3.078 -1.048
O 3.245 -3.821 -1.986
S 4.813 -3.233 -1.993
O 5.176 -3.060 -3.380
O 5.610 -4.100 -1.085
O 4.387 -1.812 -1.348
H 3.418 -1.941 0.462
H 2.672 -0.997 -0.745
H 1.432 -2.746 -1.429
H 2.304 -3.803 -0.240
N 1.747 3.833 -0.690
C 1.758 5.202 -1.043
C 0.693 5.453 -1.849
C -0.053 4.256 -1.983
C 0.654 3.261 -1.259
H 2.350 3.349 -0.041
H 2.513 5.846 -0.616
H 0.506 6.416 -2.300
H -1.014 4.098 -2.451
H 0.389 2.244 -1.010
N 5.318 1.892 1.763
C 4.588 1.088 0.916
C 3.237 1.353 1.161
C 3.201 2.277 2.154
C 4.476 2.660 2.503
H 6.328 1.927 1.778
H 5.030 0.447 0.167
H 2.387 0.987 0.604
H 2.330 2.787 2.539
H 4.906 3.389 3.173
N -3.816 -2.705 -2.031
C -2.969 -3.419 -1.204
C -3.723 -4.346 -0.486
C -5.073 -4.038 -0.849
C -5.109 -3.058 -1.808
H -3.583 -1.907 -2.604
H -1.908 -3.221 -1.159
H -3.317 -5.151 0.108
H -5.937 -4.582 -0.495
H -5.987 -2.610 -2.248
N -2.821 -2.527 2.035
C -3.728 -1.547 1.939
C -4.281 -1.338 3.200
C -3.775 -2.279 4.064
C -2.813 -3.018 3.282
H -2.194 -2.845 1.310
H -3.954 -1.014 1.028
H -5.174 -0.754 3.367
H -4.009 -2.418 5.109
H -2.147 -3.849 3.463
```

These are the Mulliken partial charges, in e, on atoms 1 to 2: K 0.9487; K 0.9835